{"formula": "C3H5N3", "method": "the ωB97M-V functional and the def2-TZVPD basis", "symbols": ["N", "N", "N", "C", "C", "C", "H", "H", "H", "H", "H"], "xyz": [[-1.582480, -1.013238, 0.399384], [0.644339, -0.145460, 0.060375], [-0.707986, -0.067956, -1.969243], [-0.408704, -0.575430, 0.595877], [-1.697833, -0.569481, -1.582294], [1.588518, 0.829930, 0.537572], [1.471454, 1.067195, 1.601934], [1.449559, 1.754420, -0.034863], [-0.670124, -0.808913, 1.695343], [-2.696852, -0.950062, -1.669867], [2.610110, 0.478995, 0.365781]], "atomic_forces_ev_per_a": [[0.5, 0.2, 0.3], [-0.4, -0.2, 0.2], [-0.9, -0.5, 0.3], [0.0, 0.1, -0.6], [0.8, 0.4, -0.4], [0.2, 0.1, 0.1], [0.0, -0.1, -0.1], [0.0, -0.1, 0.1], [-0.2, -0.1, 0.1], [0.1, 0.0, 0.0], [-0.2, 0.0, 0.0]], "multiplicity": 1, "energy_ev": -7656.9617, "de_lowest_ev": 5.494, "gap_ev": [7.9671, 7.9664]}

=====

{"formula": "C3H5N3", "method": "the ωB97M-V functional and the def2-TZVPD basis", "symbols": ["N", "N", "N", "C", "C", "C", "H", "H", "H", "H", "H"], "xyz": [[0.217772, -1.055780, 0.092801], [-1.213263, -0.922650, -0.033424], [2.039878, -0.024757, -0.190826], [-1.609841, 0.354500, -0.108016], [0.669333, 0.137786, 0.114745], [-0.486635, 1.058061, -0.128232], [-0.088630, 2.068216, 0.062573], [2.612136, 0.569841, 0.412028], [2.301450, -0.992938, -0.159031], [-1.666523, -1.945560, -0.387696], [-2.775680, 0.753277, 0.325074]], "atomic_forces_ev_per_a": [[-5.1, -2.1, 0.0], [0.5, -6.3, -0.4], [0.9, 3.7, 1.0], [-4.3, 0.7, 1.8], [-1.1, -1.3, -2.7], [5.7, 2.9, 1.7], [-1.8, 0.1, -0.4], [0.3, -0.5, -0.4], [-0.1, -0.2, 0.2], [1.3, 4.4, 1.5], [3.8, -1.4, -2.2]], "multiplicity": 1, "energy_ev": -7659.0019, "smiles": "Nc1cc[nH]n1", "de_lowest_ev": 3.454, "gap_ev": 9.5750}

=====

Please write out number 2 again, unchanged.
{"formula": "C3H5N3", "method": "the ωB97M-V functional and the def2-TZVPD basis", "symbols": ["N", "N", "N", "C", "C", "C", "H", "H", "H", "H", "H"], "xyz": [[0.217772, -1.055780, 0.092801], [-1.213263, -0.922650, -0.033424], [2.039878, -0.024757, -0.190826], [-1.609841, 0.354500, -0.108016], [0.669333, 0.137786, 0.114745], [-0.486635, 1.058061, -0.128232], [-0.088630, 2.068216, 0.062573], [2.612136, 0.569841, 0.412028], [2.301450, -0.992938, -0.159031], [-1.666523, -1.945560, -0.387696], [-2.775680, 0.753277, 0.325074]], "atomic_forces_ev_per_a": [[-5.1, -2.1, 0.0], [0.5, -6.3, -0.4], [0.9, 3.7, 1.0], [-4.3, 0.7, 1.8], [-1.1, -1.3, -2.7], [5.7, 2.9, 1.7], [-1.8, 0.1, -0.4], [0.3, -0.5, -0.4], [-0.1, -0.2, 0.2], [1.3, 4.4, 1.5], [3.8, -1.4, -2.2]], "multiplicity": 1, "energy_ev": -7659.0019, "smiles": "Nc1cc[nH]n1", "de_lowest_ev": 3.454, "gap_ev": 9.5750}